Entry 1:
A 2-piece molecular cluster, C30H30NO5S overall in a non-equilibrium geometry. Source: OMol25; level of theory: ωB97M-V with the def2-TZVPD basis set.

Energy relative to the best compared isomer or geometry (same formula, charge and spin): 19.9 kcal/mol
Multiplicity: 1
HOMO: -0.0857 hartree
E: -54155.73546 eV
Net charge: -1
Gap between HOMO and LUMO: 3.17 eV

Positions of all 67 atoms, in Å:
C -5.2877 -2.6372 0.1353
O -5.1821 -1.2333 0.0447
C -4.2172 -0.6071 0.8349
C -3.9888 0.7268 0.6221
C -2.9759 1.4604 1.3082
C -2.6239 2.7499 0.9052
C -1.4052 3.4145 1.2648
C -0.2580 2.6950 1.6569
C 0.8760 3.3353 2.0628
C 0.9333 4.7350 2.0944
N 2.0612 5.4053 2.6614
C 3.1676 5.8811 1.8336
C 2.2528 5.4605 4.1109
C -0.1660 5.4625 1.6177
C -1.2959 4.8181 1.2003
C -2.3436 0.8236 2.4160
C -2.5466 -0.4895 2.7254
O -1.9123 -1.0148 3.8569
C -1.4328 -2.3294 3.7064
C -3.4373 -1.2910 1.8750
O -3.5285 -2.4905 2.0485
H -6.3062 -2.9371 -0.1151
H -4.6045 -3.1006 -0.5745
H -5.0657 -2.9708 1.1469
H -4.5806 1.2342 -0.1158
H -3.2964 3.2772 0.2487
H -0.2538 1.6226 1.5892
H 1.7442 2.7768 2.3653
H 2.9092 5.7542 0.7852
H 3.3551 6.9356 2.0246
H 4.0700 5.3102 2.0451
H 1.3740 5.0474 4.6011
H 3.1275 4.8843 4.4066
H 2.3762 6.4930 4.4315
H -0.1037 6.5375 1.6149
H -2.1353 5.3964 0.8640
H -1.7009 1.3891 3.0663
H -1.1494 -2.7175 4.6861
H -2.2048 -2.9646 3.2698
H -0.5558 -2.3034 3.0569
C 6.3154 -2.4652 -2.6224
C 5.7067 -3.7009 -2.6961
C 4.3679 -3.8320 -2.3862
C 3.6373 -2.7258 -2.0170
S 1.8960 -2.8725 -1.6254
C 1.2417 -2.6264 -3.2753
C -0.0981 -2.7871 -3.5033
C -0.6679 -2.5483 -4.7858
C -2.0203 -2.6605 -4.9726
C -2.8566 -3.0094 -3.9190
C -2.3229 -3.2908 -2.6697
C -0.9779 -3.1906 -2.4593
O 1.5441 -4.2831 -1.2151
O 1.4984 -1.6836 -0.7806
C 4.2388 -1.4901 -1.9581
C 5.5772 -1.3557 -2.2665
H 7.3663 -2.3673 -2.8357
H 6.2739 -4.5640 -3.0025
H 3.8876 -4.7956 -2.4266
H 1.9151 -2.3337 -4.0539
H -0.0227 -2.2980 -5.6110
H -2.4429 -2.4978 -5.9508
H -3.9234 -3.0636 -4.0728
H -2.9602 -3.6277 -1.8699
H -0.5582 -3.4531 -1.5039
H 3.6554 -0.6329 -1.6639
H 6.0415 -0.3843 -2.2346

---

Entry 2:
C30H31AsCl3GeKN3Se as an isolated structure. Source: OMol25; level of theory: ωB97M-V with the def2-TZVPD basis set.

Energy relative to the best compared isomer or geometry (same formula, charge and spin): 10.9 kcal/mol
Multiplicity: 2
HOMO (alpha / beta): -0.2980 / -0.2980 hartree
E: -272680.29108 eV
Gap between HOMO and LUMO (alpha / beta): 7.28 / 6.03 eV
⟨S²⟩: 0.793

Positions of all 71 atoms, in Å:
K 2.2096 -0.4351 0.6600
Se -1.4518 -2.8140 1.2255
N 0.3012 -3.0842 1.0858
C 0.4877 -4.3795 1.3058
C 1.7648 -5.0442 1.2583
C 1.8130 -6.3665 1.5189
C 0.6293 -7.1310 1.8381
C -0.5903 -6.5597 1.8780
C -0.6995 -5.1505 1.6029
N -1.8434 -4.4912 1.6094
H 2.6463 -4.4815 0.9931
H 2.7674 -6.8759 1.4838
H 0.7301 -8.1889 2.0439
H -1.4823 -7.1248 2.1090
C 4.6879 1.0009 -3.6251
C 3.5420 1.4841 -2.7777
C 3.7176 1.7425 -1.4266
C 2.6694 2.1876 -0.6238
C 2.9935 2.5974 0.8078
C 1.3802 2.3058 -1.1769
As -0.0894 2.7131 0.0667
N 0.2164 1.2844 1.2191
C -0.6242 1.0525 2.2454
C -1.7512 1.8624 2.5741
C -2.5546 1.5466 3.6439
C -2.2806 0.4236 4.4300
C -1.1872 -0.3853 4.1355
C -0.3738 -0.0844 3.0664
C -1.7090 1.9832 -0.7685
C -1.8319 0.6615 -1.2160
C -0.6805 -0.2938 -1.4028
C -3.0865 0.1963 -1.6115
C -4.2085 1.0067 -1.5992
C -5.5538 0.4872 -2.0265
C -4.0528 2.3275 -1.1947
C -2.8286 2.8320 -0.7799
C -2.7590 4.2870 -0.3809
C 1.2174 2.1843 -2.5657
C -0.0505 2.5499 -3.3026
C 2.2977 1.7585 -3.3303
H 5.4535 0.5236 -3.0152
H 5.1554 1.8315 -4.1578
H 4.3472 0.2812 -4.3696
H 4.6994 1.6152 -0.9816
H 4.0566 2.8144 0.8920
H 2.7747 1.8380 1.5557
H 2.4392 3.4922 1.0952
H -1.9597 2.7466 1.9881
H -3.4013 2.1777 3.8807
H -2.9159 0.1852 5.2727
H -0.9766 -1.2584 4.7389
H 0.4667 -0.7338 2.8393
H 0.1955 -0.0121 -0.8321
H -0.3733 -0.3104 -2.4517
H -0.9668 -1.3115 -1.1400
H -3.1771 -0.8317 -1.9479
H -5.5093 -0.5761 -2.2578
H -5.9114 1.0112 -2.9145
H -6.2960 0.6337 -1.2403
H -4.9150 2.9867 -1.1987
H -3.7231 4.7631 -0.5537
H -2.0090 4.8346 -0.9536
H -2.5061 4.4216 0.6724
H -0.5772 3.3822 -2.8359
H -0.7587 1.7248 -3.3772
H 0.2110 2.8546 -4.3158
H 2.1635 1.6473 -4.4021
Cl 4.9117 -0.1248 2.2071
Ge 4.3345 -2.3671 2.3641
Cl 6.3756 -3.2431 2.4210
Cl 4.0101 -2.5813 0.0256

---

Entry 3:
C30H31BCl3F4N8S3Ti as an isolated structure in a non-equilibrium geometry. Source: OMol25; level of theory: ωB97M-V with the def2-TZVPD basis set.

Energy relative to the best compared isomer or geometry (same formula, charge and spin): 64.8 kcal/mol
Multiplicity: 2
HOMO (alpha / beta): -0.2227 / -0.2227 hartree
E: -148268.36233 eV
Gap between HOMO and LUMO (alpha / beta): 4.39 / 4.38 eV
⟨S²⟩: 0.758

Positions of all 81 atoms, in Å:
Ti 0.6936 0.7332 0.3569
C 3.5650 3.8250 -1.3161
N 3.0308 3.4601 0.0010
C 4.0810 3.4027 0.9922
C 1.7503 4.1028 0.3119
C 1.0035 3.6106 1.5524
N 0.7693 2.1960 1.6744
C 0.6675 1.8162 3.0098
C 0.9266 0.5047 3.3980
F 1.1444 -0.3996 2.3939
C 1.3161 0.1415 4.6926
F 1.7908 -1.0856 4.9590
C 1.2244 1.0357 5.7395
C 0.7227 2.2936 5.4361
F 0.3862 3.1911 6.4212
C 0.3694 2.6239 4.1422
F -0.2187 3.8377 4.0801
H 4.2439 4.6694 -1.2438
H 2.7480 4.1449 -1.9917
H 4.0113 2.8834 -1.6932
H 4.5588 4.3742 1.2568
H 4.8597 2.7939 0.5709
H 3.6778 2.9357 1.9306
H 1.0626 3.9894 -0.5264
H 1.9608 5.1877 0.4178
H 0.0003 4.1409 1.5626
H 1.6020 3.9102 2.4187
H 1.4905 0.7506 6.7697
C -3.3903 -5.0469 -3.2702
N -3.2668 -4.2627 -2.0468
C -2.5137 -4.6831 -0.9343
C -2.9509 -3.9326 0.1257
N -3.8605 -3.0036 -0.2833
B -4.7301 -1.9336 0.5967
N -4.2371 -0.5205 0.2713
C -5.0427 0.5298 -0.2565
C -4.5150 1.7093 0.0427
N -3.3549 1.4720 0.7173
C -2.4871 2.4849 1.2497
C -3.1119 0.0978 0.7295
S -1.5774 -0.5321 1.0412
C -4.1271 -3.2283 -1.6572
S -5.2479 -2.5332 -2.6586
H -2.6116 -4.7435 -3.9577
H -4.3424 -4.7674 -3.6800
H -3.3533 -6.1261 -3.0532
H -1.7807 -5.4288 -0.9730
H -2.7231 -4.0730 1.2090
H -4.7295 -2.3229 1.7664
H -6.0043 -2.0067 0.3927
H -5.9961 0.3684 -0.7686
H -4.8272 2.7240 -0.1747
H -1.9566 3.0626 0.5006
H -1.7775 1.9686 1.9324
H -3.0638 3.1553 1.8619
C 0.7068 -2.9600 0.7308
C 0.7374 -2.5548 -0.6753
C 0.9486 -3.4751 -1.7616
C 1.0844 -3.0455 -3.0302
C 0.9762 -1.6785 -3.2845
C 1.2112 -1.1807 -4.5824
C 1.0565 0.1512 -4.8694
C 0.7336 1.0444 -3.8279
C 0.4227 0.6088 -2.5608
S -0.1731 1.7935 -1.4206
C 0.6255 -0.7615 -2.2321
N 0.5233 -1.2327 -0.9281
H 0.6390 -4.0766 0.8364
H -0.2025 -2.5444 1.1818
H 1.6305 -2.6470 1.2345
H 0.9626 -4.5188 -1.4709
H 1.3087 -3.6996 -3.8450
H 1.5214 -1.8023 -5.4412
H 1.1794 0.5163 -5.8893
H 0.7473 2.0995 -4.0427
Cl 6.1316 0.1308 0.9387
C 4.9816 -0.7720 0.0077
Cl 5.3910 -0.7011 -1.8232
Cl 4.7060 -2.4704 0.4970
C 3.6645 -0.1466 0.0621
N 2.6266 0.4256 0.1563